No. 1
C29H45PPtSbSe4 | ωB97M-V/def2-TZVPD

XYZ file:
```
81
Properties=species:S:1:pos:R:3:forces:R:3
Pt -1.1967 0.0560 -1.1012 0.32 0.81 0.21
C 2.4530 -4.9250 -1.8254 -0.10 0.08 -0.18
C 1.1218 -4.2476 -2.1741 0.06 -0.13 0.08
C -0.0541 -5.1871 -1.9257 0.06 0.21 -0.17
C 1.0283 -2.9467 -1.4153 0.09 0.31 -0.18
C 1.5079 -1.7796 -1.9941 -0.06 -0.17 0.27
C 1.4973 -0.5607 -1.3266 0.05 0.08 0.30
C 2.1799 0.6236 -1.9738 0.02 -0.02 -0.09
C 1.7171 0.8359 -3.4171 -0.15 0.04 0.22
C 3.6985 0.4306 -1.9334 -0.16 0.16 0.08
C 1.0118 -0.4910 0.0078 0.07 -0.47 -0.35
C 0.6096 -1.6978 0.6290 0.17 -0.08 -0.11
C 0.5865 -2.8787 -0.1031 0.09 0.12 0.07
C 0.3698 -1.7928 2.1194 -0.01 -0.13 0.06
C 1.5980 -2.4457 2.7680 -0.09 0.23 0.05
C -0.8883 -2.5883 2.4636 0.07 0.30 -0.13
C 1.3295 0.6932 0.8679 0.03 0.23 0.01
C 2.5749 0.6457 1.4930 0.09 0.03 0.04
C 2.9938 1.6318 2.3633 0.01 0.03 -0.01
C 2.1579 2.7014 2.6295 0.04 0.05 0.11
C 0.9301 2.7800 2.0015 -0.01 -0.03 0.03
C 0.4996 1.8032 1.1041 -0.03 -0.03 -0.09
P -1.0919 1.9247 0.1895 -0.14 0.07 0.11
C -1.0046 3.5975 -0.7324 0.00 -0.34 -0.10
C -2.3579 3.7658 -1.4240 -0.07 -0.20 0.05
C 0.0520 3.3855 -1.8132 -0.04 -0.22 0.02
C -0.6457 4.8576 0.0479 -0.01 -0.21 0.07
C -2.4467 1.9892 1.5232 0.15 -0.06 -0.10
C -2.1682 0.7213 2.3302 0.12 -0.07 -0.14
C -3.8064 1.8423 0.8332 0.11 -0.16 -0.23
C -2.5070 3.1869 2.4679 0.11 -0.10 -0.20
H 2.5864 -5.8295 -2.4149 0.05 -0.16 -0.06
H 2.4804 -5.1953 -0.7703 -0.01 0.00 0.10
H 3.2857 -4.2517 -2.0282 0.08 0.00 0.02
H 1.1332 -4.0069 -3.2438 0.01 0.04 0.08
H -0.0640 -5.5596 -0.9040 -0.04 -0.04 0.14
H 0.0057 -6.0433 -2.5931 0.02 -0.16 -0.06
H -0.9913 -4.6701 -2.1248 -0.07 -0.01 0.05
H 1.9070 -1.8212 -2.9967 0.01 0.00 -0.20
H 1.9406 1.5147 -1.3875 0.00 -0.12 -0.11
H 2.1913 0.1238 -4.0877 0.07 -0.10 -0.12
H 1.9710 1.8394 -3.7528 0.07 0.10 -0.09
H 0.6374 0.7020 -3.4926 -0.03 0.03 -0.06
H 3.9776 -0.4948 -2.4327 0.04 -0.10 -0.07
H 4.0514 0.3863 -0.9056 0.11 -0.02 0.08
H 4.1931 1.2600 -2.4367 0.12 0.09 -0.04
H 0.2578 -3.7805 0.3921 -0.07 -0.10 0.04
H 0.2660 -0.7850 2.5284 0.00 -0.04 -0.04
H 1.7688 -3.4386 2.3532 -0.02 -0.05 -0.03
H 1.4476 -2.5423 3.8411 0.00 -0.04 0.17
H 2.4913 -1.8465 2.6018 0.11 -0.03 0.02
H -0.7415 -3.6568 2.3196 -0.03 -0.11 -0.02
H -1.7248 -2.2747 1.8439 -0.10 -0.07 0.02
H -1.1707 -2.4290 3.5016 -0.04 -0.04 0.14
H 3.2252 -0.1921 1.2865 0.02 -0.09 -0.03
H 3.9631 1.5648 2.8345 0.10 -0.02 0.05
H 2.4618 3.4703 3.3243 0.02 0.09 0.06
H 0.2882 3.6140 2.2270 -0.05 0.12 -0.02
H -2.6839 2.8081 -1.8356 -0.10 0.03 -0.07
H -2.2824 4.4781 -2.2461 0.08 0.11 -0.03
H -3.1167 4.1270 -0.7354 -0.11 0.04 0.06
H -0.1379 2.4373 -2.3195 0.10 0.05 -0.09
H 1.0498 3.3670 -1.3791 0.13 -0.04 0.01
H 0.0209 4.1832 -2.5546 -0.06 0.19 -0.02
H -1.3278 5.0483 0.8691 -0.05 0.08 0.12
H -0.6905 5.7133 -0.6260 -0.02 0.09 -0.12
H 0.3676 4.8010 0.4360 0.10 0.05 0.04
H -2.0736 -0.1246 1.6470 -0.01 -0.08 0.15
H -2.9802 0.5039 3.0200 -0.17 0.06 0.10
H -1.2433 0.8216 2.8984 0.03 -0.05 0.08
H -3.7329 1.1680 -0.0217 -0.11 0.03 0.03
H -4.2024 2.7939 0.4900 -0.01 0.12 -0.03
H -4.5242 1.4132 1.5288 -0.09 -0.04 0.15
H -1.5878 3.3130 3.0325 0.09 0.06 0.10
H -3.3100 3.0074 3.1827 -0.09 0.00 0.10
H -2.7394 4.1073 1.9383 -0.03 0.10 0.01
Se -4.4307 -3.7207 2.0433 0.38 -0.10 -0.40
Sb -3.5240 -4.0218 -0.2393 -1.04 0.26 0.52
Se -3.2439 -1.4138 -0.9114 -1.12 -0.40 0.44
Se -1.8244 -1.6796 -2.6758 0.31 -0.17 -0.97
Se -5.3703 -4.7179 -1.7003 0.63 0.10 0.08
```
Positions in Å, forces in eV/Å.

Kohn-Sham gap (alpha / beta): 5.81 / 4.78 eV
spin multiplicity: 3
total charge: -1
energy: -311266.626 eV
HOMO energy (alpha / beta): -3.66 / -3.94 eV

The net atomic charges from Mulliken, expressed in e, are:
1. Pt 2.03
2. C -1.41
3. C -0.04
4. C -1.39
5. C -0.03
6. C -0.10
7. C 1.21
8. C 1.08
9. C -1.92
10. C -1.53
11. C -0.93
12. C 1.57
13. C -0.50
14. C 0.83
15. C -1.50
16. C -1.49
17. C -0.14
18. C -0.91
19. C -1.62
20. C -1.20
21. C -0.64
22. C 0.92
23. P -0.86
24. C 2.41
25. C -1.87
26. C -1.85
27. C -1.85
28. C 2.21
29. C -1.32
30. C -1.80
31. C -1.77
32. H 0.45
33. H 0.26
34. H 0.34
35. H 0.35
36. H 0.26
37. H 0.47
38. H 0.16
39. H 0.27
40. H -0.60
41. H 0.50
42. H 0.44
43. H 0.32
44. H 0.28
45. H 0.29
46. H 0.48
47. H 0.41
48. H -0.23
49. H 0.26
50. H 0.47
51. H 0.30
52. H 0.40
53. H -0.05
54. H 0.43
55. H 1.02
56. H 0.40
57. H 0.44
58. H 0.59
59. H 0.33
60. H 0.52
61. H 0.31
62. H 0.31
63. H 0.21
64. H 0.69
65. H 0.21
66. H 0.50
67. H 0.39
68. H -0.16
69. H 0.71
70. H 0.18
71. H 0.12
72. H 0.37
73. H 0.49
74. H 0.24
75. H 0.47
76. H 0.32
77. Se -0.60
78. Sb 0.32
79. Se -0.19
80. Se -0.53
81. Se -0.57



No. 2
C25H41Br3GeIN4O2SSi3Tl | ωB97M-V/def2-TZVPD

XYZ file:
```
82
Properties=species:S:1:pos:R:3:forces:R:3
Tl -0.4892 0.0146 -0.6944 0.19 0.08 -0.02
Br -3.2311 -2.5357 -0.5915 -0.01 -0.07 0.03
C -1.7617 -3.3877 0.3312 0.00 0.12 -0.01
Br -0.2742 -3.7716 -0.8296 0.00 -0.08 0.01
H -2.1254 -4.3272 0.7192 -0.01 -0.03 0.04
H -1.4122 -2.7016 1.0959 0.01 0.03 -0.01
C 2.6781 -0.6081 -3.3623 -0.07 0.06 -0.17
Si 3.6431 -1.1385 -1.8531 -0.21 0.06 0.10
C 5.4667 -0.8064 -2.1565 0.20 0.03 0.02
C 3.4752 -2.9970 -1.6518 0.00 -0.18 0.04
Ge 2.8528 0.0399 0.0630 0.44 -0.12 -0.14
Si 3.5846 -1.1384 1.9895 -0.29 0.00 0.04
C 3.5350 -0.0186 3.4954 -0.04 0.15 0.07
C 2.5057 -2.6380 2.3077 -0.13 -0.11 -0.01
C 5.3521 -1.7431 1.7878 0.19 -0.05 -0.08
Si 3.9210 2.1617 0.0712 -0.25 0.01 0.00
C 5.7033 1.9617 0.6425 0.16 -0.06 0.06
C 3.0463 3.2897 1.2753 -0.13 0.00 0.10
C 3.9658 2.9223 -1.6324 -0.08 0.02 -0.23
H 3.0137 -1.1387 -4.2604 -0.02 0.05 0.03
H 2.7780 0.4685 -3.5305 -0.01 -0.06 -0.01
H 1.6123 -0.8117 -3.2212 0.05 -0.01 -0.03
H 5.7977 -1.3825 -3.0284 0.02 0.05 0.04
H 6.0748 -1.1057 -1.2967 -0.03 0.01 -0.07
H 5.6573 0.2508 -2.3514 0.02 -0.02 -0.01
H 4.0993 -3.5151 -2.3887 -0.06 0.00 0.03
H 2.4400 -3.3108 -1.7992 0.02 0.00 0.01
H 3.7813 -3.3266 -0.6547 0.00 0.00 -0.08
H 2.6616 0.6395 3.4682 0.09 -0.08 0.02
H 4.4283 0.6125 3.5414 -0.04 -0.02 0.01
H 3.4844 -0.6112 4.4148 0.03 0.05 -0.01
H 1.4470 -2.3659 2.2550 0.07 -0.02 0.04
H 2.7135 -3.0625 3.2966 0.00 0.00 -0.06
H 2.6809 -3.4140 1.5552 -0.01 0.04 0.05
H 6.0377 -0.9162 1.5815 -0.02 -0.06 0.03
H 5.4396 -2.4657 0.9698 0.00 0.04 0.07
H 5.6732 -2.2338 2.7141 0.02 0.01 -0.06
H 5.7578 1.6814 1.6987 0.01 0.02 -0.06
H 6.2278 2.9153 0.5122 0.02 -0.05 0.04
H 6.2327 1.2007 0.0611 -0.02 0.07 0.03
H 3.1673 2.9167 2.2975 -0.02 0.03 -0.03
H 1.9718 3.3135 1.0595 0.33 -0.10 0.11
H 3.4399 4.3107 1.2244 0.01 -0.09 0.05
H 4.6222 2.3467 -2.2902 0.02 0.01 -0.02
H 4.3511 3.9471 -1.5810 -0.02 -0.05 -0.02
H 2.9681 2.9580 -2.0850 0.16 0.03 0.08
I -6.4814 2.6789 1.6103 -0.07 -0.01 0.02
C -4.5366 2.3565 1.0196 -0.02 -0.12 0.01
C -3.5962 3.3172 0.7127 0.14 -0.30 -0.07
N -2.4776 2.6540 0.3858 -2.01 -1.06 0.23
N -2.6286 1.3235 0.4660 -0.11 0.41 -0.11
C -3.8828 1.1252 0.8450 -0.08 0.04 0.11
H -3.6542 4.3924 0.6951 0.02 -0.01 0.00
H -1.5951 3.0600 0.1063 1.17 0.43 0.14
H -4.2651 0.1272 0.9858 0.01 0.00 0.01
C 2.7568 6.7379 -0.6680 -0.03 -0.05 -0.02
C 1.6577 5.7675 -0.3322 -0.04 0.11 -0.13
C 0.9856 5.8438 0.8870 -0.15 -0.01 0.03
C 0.0182 4.8855 1.0990 -0.15 0.08 0.05
N -0.2721 3.9313 0.2225 0.92 0.82 -0.63
C 0.4253 3.9140 -0.9462 0.52 -0.04 0.30
S 0.1615 2.6191 -2.0463 -0.10 0.21 0.01
N 1.3859 4.8379 -1.2314 -0.30 -0.11 0.00
H 2.4845 7.7588 -0.3945 0.00 -0.03 0.00
H 2.9769 6.6840 -1.7320 0.00 0.01 0.01
H 3.6624 6.4768 -0.1143 0.00 -0.01 0.00
H 1.2132 6.6043 1.6226 -0.01 -0.05 -0.02
H -0.5568 4.8699 2.0216 -0.03 -0.01 0.02
Br 0.1589 1.1769 8.3638 0.00 0.01 0.04
C 0.0893 0.8433 6.4932 0.01 -0.03 -0.01
C 0.1965 1.9076 5.6142 0.00 -0.02 -0.08
C 0.1570 1.6523 4.2505 0.04 0.03 0.08
C -0.0048 0.3565 3.7777 -0.04 -0.01 0.02
C -0.1199 -0.6926 4.6789 -0.04 -0.01 0.09
C -0.0633 -0.4586 6.0469 -0.01 -0.01 -0.07
C -0.0281 0.0966 2.2880 0.06 0.06 -0.06
O -0.5013 -0.9944 1.8925 -0.02 0.01 0.05
O 0.4515 1.0030 1.5573 -0.23 -0.11 -0.05
H 0.3165 2.9146 5.9895 0.00 0.00 0.00
H 0.2689 2.4525 3.5296 -0.01 0.00 0.00
H -0.2500 -1.6969 4.2949 0.00 0.03 0.00
H -0.1389 -1.2723 6.7559 0.00 0.01 -0.01
```
Positions in Å, forces in eV/Å.

Kohn-Sham gap (alpha / beta): 6.42 / 6.49 eV
spin multiplicity: 2
total charge: -1
energy: -350557.669 eV
HOMO energy (alpha / beta): -4.32 / -4.83 eV

The net atomic charges from Mulliken, expressed in e, are:
1. Tl 0.79
2. Br -0.14
3. C 0.17
4. Br -0.07
5. H 0.47
6. H -0.31
7. C -0.98
8. Si 0.57
9. C -1.02
10. C -0.89
11. Ge 0.79
12. Si 0.15
13. C -0.63
14. C -0.61
15. C -0.99
16. Si -0.44
17. C -0.96
18. C -0.12
19. C -0.86
20. H 0.37
21. H 0.27
22. H 0.20
23. H 0.38
24. H 0.25
25. H 0.24
26. H 0.38
27. H 0.01
28. H 0.16
29. H -0.17
30. H 0.37
31. H 0.35
32. H -0.13
33. H 0.33
34. H 0.31
35. H 0.25
36. H 0.23
37. H 0.38
38. H 0.25
39. H 0.37
40. H 0.24
41. H 0.42
42. H -0.68
43. H 0.43
44. H 0.32
45. H 0.33
46. H 0.18
47. I 0.04
48. C -1.01
49. C -0.12
50. N 0.26
51. N -0.21
52. C -0.22
53. H 0.47
54. H 0.31
55. H 0.46
56. C -1.44
57. C 1.07
58. C -1.13
59. C -0.11
60. N -0.08
61. C 0.06
62. S -0.37
63. N -0.37
64. H 0.44
65. H 0.36
66. H 0.23
67. H 0.35
68. H 0.50
69. Br -0.24
70. C 0.15
71. C -0.73
72. C 0.40
73. C -0.14
74. C -0.17
75. C -0.72
76. C -0.18
77. O -0.72
78. O -0.75
79. H 0.43
80. H 0.39
81. H 0.38
82. H 0.42



Question: Among the records above, which one has the lowest energy?
Answer: C25H41Br3GeIN4O2SSi3Tl